C50H51AsHgN4OPS5Si | ωB97M-V/def2-TZVPD

## Properties
Energy above the lowest of the compared OMol25 structures with the same formula, charge and spin: 6.1 kcal/mol
Electronic energy: -7241.28484 a.u.
Kohn-Sham gap (alpha / beta): 3.55 / 4.72 eV
⟨S²⟩: 0.756

```
! wB97M-V def2-TZVPD RIJCOSX def2/J DEFGRID3
* xyz -2 2
H 4.746 -1.231 -2.590
C 6.965 -3.568 -1.268
C 1.174 -2.377 -5.153
C 0.733 1.971 4.033
C 3.895 -0.562 -2.563
C 4.126 -1.693 2.165
N 1.353 1.487 1.768
C 3.271 -0.118 -3.724
H 0.811 -2.939 -6.020
H -4.500 1.671 3.255
H 4.184 -3.553 4.146
H -1.426 -0.838 -6.006
H 6.842 -4.525 -1.759
H -3.725 3.848 -0.359
C 6.141 -3.632 3.246
C 0.726 -5.954 -1.743
C -3.862 1.937 2.423
H 3.969 -0.693 1.751
H -1.401 -1.764 4.753
H 6.109 -4.253 0.568
C 1.844 -3.869 -1.313
C 0.115 -5.877 -0.502
N -1.863 1.523 1.171
H -5.200 3.405 1.609
C 5.178 -5.382 4.608
H 0.497 -6.774 -2.413
C 1.724 1.072 -2.343
H 1.813 2.891 -0.442
H 8.264 -6.265 3.541
C 0.985 -4.167 4.659
C -1.483 -3.261 -3.959
H 8.037 -0.415 -1.872
C 0.439 1.864 -2.245
S -5.203 -1.502 1.947
H -0.450 -1.288 2.526
H -1.071 -4.085 -3.370
Si -0.268 -1.823 -4.025
H -0.600 -6.631 -0.197
H 3.678 -3.759 1.619
H 2.018 -4.962 -3.143
H 0.708 1.640 5.063
H 8.111 -4.049 2.494
C 6.549 -3.413 0.046
C 2.180 0.716 -3.614
H 3.862 -0.417 -0.420
C 3.505 -2.741 1.258
H 7.319 -0.146 0.466
H 2.282 -4.543 3.002
C 0.196 3.186 3.642
H -1.434 3.678 -1.247
H 3.619 -0.442 -4.697
C -4.249 2.898 1.499
S -7.693 0.171 2.068
H 3.953 -2.684 0.263
H 1.757 0.218 3.324
H 1.732 -1.512 -5.523
H 1.635 1.045 -4.491
O 0.288 -1.360 -2.605
H -2.403 -2.935 -3.469
C 0.396 -4.817 0.351
C 6.318 -6.155 4.443
C 0.235 3.525 2.300
H -0.470 -3.597 6.135
C 7.633 -1.263 -1.333
H 1.876 -3.008 -4.602
H 6.382 -7.136 4.898
N 2.341 0.688 -1.238
H -0.108 -4.755 1.307
Hg -0.785 -0.955 -0.507
C 1.505 -3.902 3.402
C 1.283 -3.817 -0.035
H -1.724 -3.633 -4.960
C -0.050 -3.382 5.160
S -3.312 -0.406 -1.788
H -2.014 -0.091 -4.515
C -2.665 1.278 2.206
H -1.954 2.059 -1.759
C -4.273 -0.704 -0.379
H 1.369 -4.997 5.241
H -0.270 3.845 4.364
C -4.005 -1.538 0.668
C 7.513 -2.495 -1.959
C 3.396 -0.115 -1.354
C 0.790 2.632 1.388
H 0.463 4.010 -0.201
C 7.284 -4.413 3.094
H 4.343 -5.756 5.187
C -1.422 2.603 -0.974
C -0.027 -2.075 3.141
H 2.440 -3.039 -1.677
C 6.674 -2.182 0.688
H -2.334 0.495 2.883
C -0.563 -2.348 4.395
S -5.786 0.166 -0.242
As 6.063 -1.820 2.512
C -6.308 -0.388 1.280
C -1.119 -0.454 -5.026
C 1.021 -2.839 2.635
C 7.221 -1.112 -0.016
H 3.647 -1.678 3.149
N -0.065 2.108 -0.910
C 7.372 -5.666 3.683
C -2.250 2.419 0.276
S -2.645 -2.587 0.902
H -0.451 0.396 -5.202
H -0.219 4.442 1.944
C 1.588 -4.943 -2.149
C 5.092 -4.130 4.015
C 1.312 1.172 3.054
H 7.829 -2.616 -2.987
C 0.785 2.958 -0.091
H 0.550 2.796 -2.836
P 1.694 -2.359 0.995
C -3.434 3.142 0.410
H -0.310 1.250 -2.754
*
```

---

C50H51BrCl3F5MnO3Si2 | ωB97M-V/def2-TZVPD

## Properties
Electronic energy: -8345.59695 a.u.
Kohn-Sham gap (alpha / beta): 5.22 / 4.71 eV
⟨S²⟩: 0.801

```
! wB97M-V def2-TZVPD RIJCOSX def2/J DEFGRID3
* xyz -2 2
H -4.785 0.159 -0.171
C -1.680 -3.971 -2.354
H -6.014 -2.522 0.553
H 3.180 2.118 -4.635
H 1.874 -2.750 -0.725
H -1.419 1.344 -6.199
C -3.945 -1.540 -2.018
H -2.657 -4.991 3.579
Si 2.118 3.283 0.083
O 3.561 0.764 -0.375
H -2.921 -1.195 -2.149
F -3.050 0.605 4.205
H 5.308 3.380 -4.791
H 7.492 -1.301 0.272
Cl 6.345 1.299 0.252
H -4.135 -2.386 -2.676
C -0.911 0.181 -4.461
H -5.432 -4.775 1.148
C 4.730 4.965 3.004
C 3.181 3.522 -1.537
F 1.901 -1.633 3.558
O 1.496 -0.786 -1.057
Br -1.064 -2.262 0.600
H 4.735 4.802 -0.808
C -5.695 -2.368 -0.475
H -0.754 -5.216 -0.103
H -4.602 -0.729 -2.335
C -0.699 0.192 -3.104
C 0.193 5.082 1.242
C -2.317 -4.611 2.615
H -5.835 -3.301 -1.020
C 3.519 2.722 -3.804
C 5.093 3.858 3.750
F -2.194 -1.337 5.919
C 0.394 7.094 -0.628
C 4.261 -0.308 -0.315
H 5.117 5.943 3.272
C -4.091 -0.582 0.230
H 3.589 5.704 1.357
C 2.774 2.774 -2.641
H -1.539 3.469 -4.930
C 4.706 3.430 -3.892
H 5.761 3.961 4.596
H 4.075 -3.752 -0.568
C 4.503 -2.770 -0.417
C 4.593 2.613 3.408
Si -3.011 -3.268 0.115
C 4.374 4.227 -1.648
C -1.389 -0.914 4.907
H -1.572 -3.847 2.821
C -1.064 2.551 -3.065
H 3.344 1.509 2.081
H 1.856 2.192 -2.576
C -0.575 1.368 -0.906
H -1.360 6.261 2.130
C 5.632 -0.264 -0.009
C 2.301 -1.733 -0.781
H -4.306 -0.699 1.287
C -4.237 -1.893 -0.554
H -1.204 8.053 0.439
C 1.125 4.945 0.217
H 6.054 4.739 -2.879
C -4.564 -5.131 1.696
H 4.872 1.744 3.990
H -4.368 -4.592 -2.364
C 3.362 3.583 1.559
F 0.266 -2.454 5.580
H -1.830 -5.424 2.086
H -3.089 -0.172 0.124
C -4.079 -2.928 2.747
H -1.044 2.225 -0.420
H -4.157 -5.992 1.170
H -4.308 -5.828 -1.107
H -0.424 -0.716 -2.588
H -5.016 -2.536 2.361
C 0.688 -1.053 3.703
H 0.100 4.287 1.969
C 5.125 4.185 -2.813
C 1.212 5.979 -0.710
Cl -1.108 4.083 -2.230
F -1.461 1.447 2.147
H -2.163 -6.262 0.141
C -0.130 -1.478 4.727
H 1.924 5.900 -1.519
H -4.272 -3.322 3.745
H -0.831 -3.418 -1.962
H -1.292 -4.759 -3.001
C -1.813 0.077 4.028
H -0.823 -0.746 -5.017
H -3.368 -2.110 2.850
C -1.616 -5.669 -0.587
C -3.719 -5.301 -1.854
H -0.927 0.433 -0.457
C 3.680 -1.623 -0.524
C -0.541 7.197 0.387
C -0.764 1.379 -2.334
C -3.512 -4.030 1.850
C -1.236 1.354 -5.134
H 0.475 7.882 -1.367
C -0.630 6.188 1.332
C -1.000 0.500 2.999
H -6.356 -1.619 -0.914
Mn 1.513 0.984 -0.143
H -4.898 -5.474 2.676
H -2.270 -3.301 -2.969
H -3.382 -6.030 -2.592
O 1.058 0.338 1.833
C 3.737 2.486 2.330
H -1.246 -6.351 -1.354
C 0.307 -0.038 2.766
C 6.440 -1.392 0.056
C -2.508 -4.601 -1.227
C 3.874 4.827 1.923
C -1.304 2.543 -4.423
Cl 6.847 -4.051 -0.053
C 5.839 -2.628 -0.147
*
```

---

C50H51BrMoN6O4Te | ωB97M-V/def2-TZVPD

## Properties
Energy above the lowest of the compared OMol25 structures with the same formula, charge and spin: 1.2 kcal/mol
Electronic energy: -5475.44382 a.u.
Kohn-Sham gap (alpha / beta): 6.04 / 4.77 eV
⟨S²⟩: 3.791

```
! wB97M-V def2-TZVPD RIJCOSX def2/J DEFGRID3
* xyz 1 4
C -2.755 5.462 -1.489
C -4.158 -1.219 2.381
H 4.106 4.224 3.851
H -5.792 -3.059 3.461
H 0.899 3.811 -2.844
H 2.054 -1.043 -5.715
C -2.807 5.597 -2.869
H 3.136 4.166 -3.253
C 2.955 -4.304 -3.613
C 0.597 1.310 4.892
N -3.476 -0.447 3.439
C 2.461 2.912 4.225
C 2.781 -3.144 -4.359
H 6.810 3.443 -3.004
C 4.190 3.402 5.829
H 2.053 3.054 3.237
O -5.734 1.114 1.660
C 0.919 -0.752 2.005
C 2.284 -0.095 2.041
C -1.457 -4.631 1.180
H -1.568 -6.052 -0.424
N -2.264 0.105 3.127
C 4.125 0.707 -1.795
C 3.630 3.571 4.571
O 0.687 -1.722 2.746
C 2.421 1.885 6.396
H 2.350 0.539 2.928
C 0.966 2.771 -2.530
H -4.879 0.806 1.315
H -1.877 -4.297 -2.153
C -6.333 -2.151 3.214
H 3.582 -5.459 -5.321
C -2.734 4.474 -3.684
C 1.828 2.062 5.139
N 0.010 -0.250 1.155
C -5.646 -1.106 2.610
H 0.433 0.514 5.615
H -2.788 4.581 -4.760
H -2.914 6.579 -3.312
C 3.582 2.552 6.742
C -2.603 3.217 -3.120
H -2.593 4.084 0.156
O -2.388 1.678 0.184
C -2.149 -1.845 -3.143
H 4.741 -1.364 -1.863
Te 1.185 -0.230 -1.561
H -1.335 -2.930 2.510
H -2.821 6.336 -0.855
H -1.849 0.292 5.112
H -8.206 -2.871 3.977
H 3.055 -0.860 2.135
H -1.326 -2.457 -3.518
C 3.520 -5.549 -4.237
Mo -1.851 -0.157 0.901
H 3.868 -0.922 -0.395
C -1.812 -2.701 -0.723
H -3.885 -2.285 2.467
H 2.466 0.530 1.166
C -1.770 -4.029 -1.111
H 0.467 2.692 -1.560
H 1.954 1.217 7.110
H 2.712 -5.190 -1.677
C -8.357 -0.882 3.172
C -1.993 -1.599 -1.682
C 3.407 3.191 -2.863
H -3.080 -2.382 -3.338
H -1.305 -5.360 1.964
H 5.099 3.927 6.095
H 2.637 -2.864 0.410
C -6.339 0.062 2.265
H -2.554 2.334 -3.742
C 5.089 1.608 -2.234
H -3.558 -0.811 4.380
C -2.542 3.080 -1.733
C 2.280 -1.975 -3.796
H -9.413 -0.786 3.391
C 2.777 1.064 -1.957
C -1.545 0.532 4.094
H 4.524 -5.745 -3.857
C 4.754 2.838 -2.785
C 2.595 -4.288 -2.269
C -0.377 1.403 3.981
H -2.174 -0.898 -3.674
C -1.597 -5.008 -0.142
H 2.907 -6.419 -3.999
N -2.012 -0.419 -1.138
C 2.405 2.333 -2.448
H 3.033 -3.148 -5.414
H 1.210 -0.194 -4.423
H 6.136 1.350 -2.117
H 5.665 4.781 -2.844
H 1.524 -4.191 0.132
Br -0.489 2.747 2.651
H 4.015 2.408 7.724
C -1.498 -3.281 1.501
N -2.185 0.713 -1.902
C 5.811 3.787 -3.269
C 4.583 -0.566 -1.135
H 5.529 -0.392 -0.621
C -7.695 0.164 2.552
C 1.778 -3.181 -0.187
C -2.626 4.206 -0.918
H 0.944 -2.530 0.086
H -8.211 1.074 2.277
C -7.684 -2.050 3.504
C 2.117 -0.754 -4.666
H 0.390 2.174 -3.241
N -1.682 -2.341 0.576
H 5.763 3.888 -4.355
H 2.962 -0.070 -4.556
C 2.095 -3.148 -1.657
C -2.367 1.751 -1.115
C 1.954 -1.992 -2.434
O -3.758 -0.710 1.163
*
```

---

C50H52AlN7O19PS | ωB97M-V/def2-TZVPD

## Properties
Electronic energy: -4730.80929 a.u.
Kohn-Sham gap: 5.39 eV

```
! wB97M-V def2-TZVPD RIJCOSX def2/J DEFGRID3
* xyz -1 1
O 11.701 -0.876 -7.418
C 2.709 -1.506 2.193
C -2.215 6.524 -3.267
C 11.820 -3.291 -4.091
H 9.583 -6.163 0.674
H -5.767 2.657 4.022
S -7.415 -3.401 4.310
H -1.315 6.726 -5.207
C 0.293 -3.141 5.050
O -7.516 0.225 -3.132
H 10.768 -2.329 -5.689
H -0.970 3.850 0.939
H -6.271 1.133 -5.032
H -3.714 -0.007 6.649
C -6.099 0.371 3.886
H 2.717 -2.672 7.370
C 0.368 -0.967 2.187
C 9.079 -5.227 0.463
H -1.592 2.976 -0.614
N -5.931 4.764 -4.166
C -0.733 6.813 -1.398
C 0.267 -1.447 0.891
C 14.209 -2.953 -4.025
C 1.388 -1.949 0.236
H -1.478 -3.535 7.910
C -5.342 0.673 -4.718
H 3.484 -2.372 0.366
C -4.195 0.868 -5.477
H 8.585 -4.880 2.525
N 12.807 -1.080 -6.944
H -1.775 -3.561 5.464
H 13.116 -4.127 -2.595
H -9.800 2.424 -3.256
O 4.959 -1.996 2.277
C -10.138 4.474 -3.807
H -3.416 0.656 4.966
H 7.267 -1.875 -0.236
H -7.408 -0.864 1.576
H 1.302 -2.320 -0.780
H -0.019 2.448 0.222
H -2.098 0.444 -5.679
C 2.617 -1.978 0.885
H -4.470 1.617 6.177
H -3.204 6.318 -3.662
N 9.552 -5.502 -1.943
H -4.885 0.366 0.252
C -4.189 0.572 5.793
O -2.886 -0.694 2.661
O 4.034 -1.168 4.045
C 8.981 -4.735 -0.835
O -6.366 -0.953 -1.733
C -8.174 5.787 -4.283
C -9.342 3.364 -3.544
C -4.573 -0.504 0.920
H 0.158 -3.162 3.973
C 0.641 -3.108 7.797
H -11.218 4.396 -3.728
H -2.843 6.366 -1.225
C -5.480 1.762 3.384
O 13.845 -0.618 -7.389
C -1.791 1.770 1.334
C -7.385 4.668 -4.028
C 8.337 -3.527 -1.096
C -9.556 5.685 -4.173
O -5.456 5.847 -4.477
C -1.153 6.756 -4.135
O 1.949 -2.876 9.679
C -2.009 6.552 -1.892
H 2.396 -2.711 4.929
O -1.459 6.570 0.771
H -4.020 -1.312 -2.281
H -10.181 6.548 -4.376
H 10.922 -3.734 -3.670
O -1.884 2.056 2.532
C -7.960 3.456 -3.654
H -4.235 1.480 -6.372
C 13.054 -3.514 -3.488
C 1.731 -2.870 6.964
C 1.553 -2.889 5.586
H 15.040 -1.730 -5.574
H -5.316 -1.302 5.259
C -3.121 -0.202 1.535
H -3.976 -4.343 3.405
P -5.870 -3.198 3.095
Al -5.986 -0.960 2.330
C 12.894 -1.934 -5.757
H -6.309 -0.015 6.079
C -1.079 2.861 0.389
O -4.396 -3.589 3.881
C -0.624 -3.353 7.267
H 1.326 7.266 -1.882
H -1.998 -0.957 -3.643
N -0.508 6.820 0.050
C -5.275 -0.106 -3.566
H 7.419 -2.745 2.073
H -4.454 -1.448 0.268
H 15.168 -3.131 -3.552
H -7.219 0.565 4.070
C 1.590 -0.994 2.848
H 1.651 -0.619 3.863
H -5.872 1.939 2.315
C -4.078 -0.700 -3.174
O 0.618 7.070 0.451
C -5.502 -0.177 5.273
H -7.732 6.735 -4.569
C 11.735 -2.498 -5.230
N -6.475 -0.295 -2.749
O -6.201 -4.237 1.751
C 14.134 -2.161 -5.165
H -6.775 -4.975 2.048
C -0.795 -3.369 5.888
O -0.139 -3.358 9.949
C 8.517 -4.505 1.510
H -4.358 1.633 3.288
C 0.118 7.024 -3.633
C -2.994 0.284 -5.087
C 7.864 -3.303 1.255
O 9.465 -5.031 -3.069
H -7.352 2.583 -3.449
H -0.513 -0.575 2.686
H 8.263 -3.135 -2.104
O -2.201 0.567 0.717
C 0.333 7.056 -2.260
C 7.776 -2.813 -0.044
N 3.995 -1.559 2.890
C -2.936 -0.502 -3.941
O -5.274 3.755 -3.967
H -0.694 -1.430 0.389
H 0.942 7.205 -4.315
O 10.080 -6.570 -1.683
N 0.830 -3.113 9.249
*
```